Entry 1:
3 unconnected molecules or ions with the total composition C34H46F25IN4O8S2 at a distorted geometry. Source: OMol25; level of theory: ωB97M-V with the def2-TZVPD basis set.

The geometry in XYZ format:
```
120
Properties=species:S:1:pos:R:3:forces:R:3
C 1.75030 -0.66285 4.27146 -0.6 -0.6 -0.3
C 0.79085 -0.73161 2.90195 0.0 -1.1 1.0
C 1.50176 0.08308 1.68320 0.0 0.2 2.4
I 3.38904 -1.07031 1.30204 0.2 -0.1 0.1
N 0.88361 0.31497 0.41024 -0.8 1.1 0.5
C 1.38100 1.40790 -0.47899 0.8 2.2 -0.7
C 2.27070 2.61412 0.18119 0.9 0.8 -0.5
C 3.91733 2.34508 0.05512 -0.5 0.0 0.3
C 4.78172 3.71053 -0.21691 0.7 0.3 0.2
N 6.18152 3.44443 0.37493 -1.6 0.4 0.5
C -0.36162 -0.28034 -0.07428 -0.2 -1.7 0.0
S -0.21652 -0.51937 -1.98834 0.3 0.6 -0.3
C -0.69781 -1.86186 0.26203 -0.8 -0.8 -0.5
C 0.44075 -2.92729 -0.30348 -0.5 -1.2 0.1
C 0.63497 -4.21753 0.74330 -0.9 0.3 -0.3
N 1.93439 -4.97993 0.45629 -0.9 1.6 0.3
C -1.76460 0.56614 0.29748 -1.5 -2.5 -0.4
O -2.11677 1.60720 -0.64294 -1.8 -0.8 -0.9
C -3.15990 1.23899 -1.63837 4.5 -0.7 -1.3
C -2.64814 1.93532 -3.00131 -2.1 1.2 -2.9
C -3.97032 2.72764 -3.88374 0.5 3.6 -0.7
C -3.86414 4.46275 -3.90667 1.4 -4.0 -3.9
O -3.53943 3.48237 -5.18883 -1.3 -1.5 5.1
S -4.91072 1.41629 -1.09037 -5.4 -8.7 2.8
O -5.03666 0.67218 0.30160 1.7 3.8 -4.2
O -5.91146 0.58353 -1.98890 4.1 4.4 1.7
C -5.58064 3.12271 -0.76342 -4.0 2.9 0.2
F -6.74415 2.89562 0.18114 3.9 0.6 -2.9
F -6.24216 3.77433 -1.95610 2.6 -2.1 3.9
C -4.57772 4.14003 0.05537 1.4 -0.3 1.2
F -3.88699 3.31603 1.08184 -2.0 2.6 -3.3
F -3.53459 4.78490 -0.77273 -3.5 -2.1 2.5
C -5.44117 5.28226 0.92094 -1.1 1.3 1.0
F -6.60284 5.82646 0.13716 3.9 -2.2 2.8
F -5.86380 4.75619 2.27307 1.3 1.6 -5.0
C -4.51336 6.62591 1.27482 -0.7 2.8 1.6
F -4.28184 7.49612 0.08290 -0.3 -3.4 4.3
F -3.29184 6.30886 2.04813 -4.1 1.1 -3.2
F -5.37992 7.45024 2.19887 3.1 -2.7 -3.2
N -1.82849 1.09128 1.67677 -0.3 0.8 0.4
C -1.06097 2.25706 2.09335 3.1 1.2 6.2
C -0.75522 3.68926 1.31163 0.1 0.0 -0.7
O -0.53188 2.24076 3.35303 -3.5 -0.2 -7.2
C -2.81929 0.50141 2.60536 -1.8 -5.9 2.7
C -3.78244 1.41967 3.61880 1.4 1.4 -0.4
O -2.99347 -0.84185 2.75526 1.5 8.2 -1.9
H 1.02096 -0.49491 5.20200 1.8 -0.5 -2.0
H 2.30280 -1.71888 4.34328 -1.1 2.6 0.1
H 2.53438 0.20535 4.23598 -1.5 -1.7 0.0
H -0.25477 -0.34490 3.24532 2.0 -0.4 -1.2
H 0.66678 -1.89083 2.68905 0.3 2.6 0.1
H 1.94475 1.01136 2.29891 -1.1 -1.6 -2.2
H 2.09661 0.98377 -1.33804 -1.8 0.8 1.7
H 0.45049 2.00346 -0.93851 2.0 -1.8 0.8
H 2.09312 3.59293 -0.48014 0.1 -2.2 1.3
H 1.94970 2.92883 1.27306 0.7 -0.9 -2.2
H 4.27152 1.88270 1.07020 -0.5 0.9 -1.9
H 4.13531 1.52493 -0.77759 -0.4 1.9 1.8
H 4.92237 3.99220 -1.34897 -0.5 -0.8 2.1
H 4.36390 4.67579 0.31649 0.1 -2.0 -1.0
H 5.96926 3.30173 1.40266 0.8 0.4 -1.5
H 6.80490 4.27028 0.24712 -0.9 -0.8 0.3
H 1.09431 -0.99932 -2.21862 -1.5 0.6 0.9
H -1.04932 -2.07158 1.35549 1.0 0.5 -1.9
H -1.65944 -2.10516 -0.40817 2.0 0.7 1.6
H 0.02679 -3.43536 -1.30268 0.9 1.3 2.2
H 1.45105 -2.42954 -0.61346 -1.8 -0.8 1.1
H -0.31446 -4.90855 0.54302 2.2 1.4 0.5
H 0.58029 -3.90765 1.86897 0.1 -0.3 -2.1
H 2.49030 -4.31913 -0.13277 -0.2 -1.0 1.0
H 2.43113 -5.15228 1.35778 -0.5 0.4 -1.2
H -2.61851 -0.26850 0.23842 1.9 1.8 0.4
H -3.02727 0.06659 -1.84971 -1.2 2.4 0.7
H -2.31706 1.13869 -3.82485 -0.5 1.6 2.3
H -1.81409 2.75503 -2.87070 -1.8 -1.9 0.1
H -5.11588 2.21743 -3.82678 3.5 1.5 -0.5
H -2.77172 4.81958 -3.66142 -2.7 -0.2 0.0
H -4.68299 5.08322 -4.47074 1.5 -0.9 2.2
H 0.21461 4.20624 1.74750 -2.2 -1.5 -0.6
H -1.62964 4.45757 1.44947 1.5 -1.8 -0.1
H -0.58394 3.57301 0.15980 -0.5 0.0 2.2
H -3.95776 0.88551 4.64602 0.3 0.7 -2.4
H -4.78054 1.76382 3.09428 2.1 -1.1 0.9
H -3.19574 2.42303 3.87017 -1.2 -2.1 -0.6
C 7.98933 -0.69465 -4.50253 0.7 -0.7 -0.6
C 6.74445 -0.80681 -3.61025 0.8 -0.5 0.7
C 5.74127 0.33128 -3.76101 -0.9 0.5 0.2
F 6.26749 1.53305 -3.44097 -0.4 -0.4 0.0
F 4.68049 0.14746 -2.92826 0.1 -0.3 0.0
F 7.13487 -0.95624 -2.31618 -0.3 0.2 -0.4
F 6.11359 -1.97807 -3.94246 -0.1 0.5 -0.3
O 9.15818 -0.14314 -3.88882 -0.8 1.7 0.3
C 9.22338 1.28177 -3.87038 0.1 -1.4 -1.5
C 9.18907 1.86197 -2.45024 -0.4 0.2 1.0
F 8.06538 1.48888 -1.78469 0.7 0.0 -0.4
F 9.18904 3.22102 -2.47678 0.1 -0.3 -0.4
F 8.25200 1.78192 -4.67044 0.8 0.4 0.3
F 10.40177 1.60539 -4.46849 -0.3 0.1 0.7
H 8.27970 -1.72134 -4.75972 -0.1 0.2 0.3
H 7.77269 -0.22396 -5.46914 -0.1 0.1 0.4
H 5.35177 0.38318 -4.78251 0.1 -0.1 0.0
H 10.05090 1.52776 -1.86822 0.1 -0.1 -0.2
C -4.92496 -6.48866 2.21673 -0.9 0.7 -0.2
C -4.77132 -7.80294 2.99616 -0.5 -0.3 -0.9
C -3.52659 -7.88856 3.87232 0.6 -0.5 0.8
F -2.38302 -7.79333 3.16045 -0.3 -0.2 0.4
F -3.47518 -9.08744 4.51463 -0.3 0.1 -0.2
F -4.84004 -8.84738 2.12794 0.2 0.2 0.4
F -5.87158 -7.92352 3.80554 0.5 0.3 0.2
O -4.48094 -6.50575 0.85674 1.9 -0.3 0.4
C -3.08454 -6.28381 0.66766 -1.6 1.2 0.8
C -2.36272 -7.49984 0.07196 0.5 -0.9 -0.2
F -2.50614 -8.59986 0.85569 -0.2 0.5 -0.4
F -1.02676 -7.27245 -0.03384 -0.5 0.4 0.1
F -2.53914 -5.86288 1.83350 0.3 0.0 -0.9
F -2.99051 -5.23101 -0.18899 0.2 -0.7 0.0
H -6.00290 -6.29506 2.14520 0.2 -0.3 -0.1
H -4.53034 -5.62544 2.76622 0.1 -0.4 -0.1
H -3.52613 -7.10583 4.63731 -0.2 0.1 -0.1
H -2.75181 -7.74087 -0.91987 -0.1 0.2 0.0
```
Positions in Å, forces in eV/Å.

The calculation puts the HOMO energy at -8.6 eV. As for the gap between HOMO and LUMO: 7.3 eV. As for the multiplicity: 1. The value obtained for the calculated total energy is -5733.9781 Ha. The value obtained for the LUMO energy is -1.35 eV.

Atom charges from the Mulliken analysis, given in e for atoms 1 to 8:
1 C -0.96
2 C 1.30
3 C -1.24
4 I -0.11
5 N 1.33
6 C 0.48
7 C -0.73
8 C -0.14

Entry 2:
A molecular structure, C34H46N5PPtSSi2. Source: OMol25; level of theory: ωB97M-V with the def2-TZVPD basis set.

The geometry in XYZ format:
```
90
Properties=species:S:1:pos:R:3:forces:R:3
Pt -0.18452 0.76517 -0.30887 0.6 0.1 -0.4
N -2.09843 0.80655 2.21913 0.1 -0.1 0.1
C -1.88281 -0.44062 2.81367 0.0 0.0 0.0
C -2.42683 -0.69312 4.07871 0.0 0.0 0.0
C -2.31539 -1.93264 4.67119 0.0 0.0 0.0
C -1.65534 -2.96712 4.01468 0.0 0.1 0.0
C -1.10224 -2.71714 2.77465 0.0 -0.1 0.0
C -1.17817 -1.46470 2.15876 0.0 -0.1 0.0
P -0.40180 -1.26702 0.50575 -0.2 0.0 0.4
C -1.34960 -2.51369 -0.43324 0.1 -0.1 0.0
C -0.90032 -3.81172 -0.66203 0.0 0.0 0.0
C -1.69689 -4.71915 -1.34743 0.0 0.0 0.0
C -2.95198 -4.34180 -1.79926 0.0 0.0 0.0
C -3.41090 -3.05243 -1.56410 0.0 0.0 0.0
C -2.61059 -2.14371 -0.89257 0.0 0.0 0.0
C 1.25973 -1.99673 0.71379 0.0 0.0 0.0
C 1.90002 -2.04511 1.94911 0.0 0.0 0.0
C 3.22816 -2.43840 2.03820 0.0 0.0 0.0
C 3.93371 -2.78337 0.89590 0.0 0.0 0.0
C 3.30632 -2.73142 -0.34062 0.0 0.0 0.0
C 1.98158 -2.33741 -0.43087 0.0 0.0 0.0
H -2.15449 1.55905 2.89206 0.1 0.0 0.0
H -1.35754 0.98108 1.52677 -0.3 0.3 0.0
H -2.95569 0.10516 4.58750 0.0 0.0 0.0
H -2.75061 -2.09885 5.64858 0.0 0.0 0.0
H -1.57232 -3.94601 4.46617 0.0 0.0 0.0
H -0.58091 -3.51686 2.26066 0.0 0.0 0.0
H 0.07604 -4.11721 -0.30951 0.0 0.0 0.0
H -1.33367 -5.72322 -1.52510 0.0 0.0 0.0
H -3.57141 -5.04936 -2.33487 0.0 0.0 0.0
H -4.38880 -2.75115 -1.91829 0.0 0.0 0.0
H -2.95126 -1.12814 -0.72367 0.0 0.0 0.0
H 1.36815 -1.75987 2.84774 0.0 0.0 0.0
H 3.71346 -2.46239 3.00585 0.0 0.0 0.0
H 4.97184 -3.08097 0.96730 0.0 0.0 0.0
H 3.85293 -2.97667 -1.24228 0.0 0.0 0.0
H 1.51278 -2.27034 -1.40462 0.0 0.0 0.0
C -1.77316 -0.07044 -3.31128 0.0 0.0 -0.1
Si 0.08594 -0.20377 -3.53725 0.1 0.0 0.1
C 0.53250 0.93883 -4.95874 0.0 0.0 0.0
C 0.45497 -2.00117 -3.95664 -0.1 0.0 0.0
N 0.94239 0.27868 -2.07408 -0.1 0.0 -0.2
C 2.27419 0.40512 -1.98617 0.0 0.0 0.1
C 3.16556 -0.02083 -3.01157 0.0 0.0 0.0
C 4.52397 0.07240 -2.88700 0.0 0.0 0.0
C 5.09558 0.61965 -1.71801 0.0 0.0 0.0
C 4.28932 1.05325 -0.70871 0.0 0.0 0.0
C 2.85966 0.98655 -0.77690 0.1 0.0 -0.1
N 2.05484 1.43925 0.16650 -0.1 0.1 0.1
Si 2.48169 2.25826 1.63358 0.0 0.0 -0.1
C 3.63170 1.31031 2.77908 0.0 0.0 0.0
C 3.21827 3.93854 1.24016 0.0 0.0 0.0
C 0.90485 2.53806 2.60865 0.0 0.0 0.0
H -2.19589 0.59450 -4.06719 0.0 0.0 0.0
H -2.00143 0.32635 -2.32288 0.0 0.0 0.0
H -2.24372 -1.05023 -3.40528 0.0 0.0 0.0
H -0.05544 0.67279 -5.84114 0.0 0.0 0.0
H 1.58447 0.93070 -5.23960 0.0 0.0 0.0
H 0.27327 1.96414 -4.68311 0.0 0.0 0.0
H 0.06541 -2.23693 -4.95089 0.0 0.0 0.0
H -0.05713 -2.65594 -3.24513 0.0 0.0 0.0
H 1.51417 -2.25902 -3.94581 0.0 0.0 0.0
H 2.75504 -0.45362 -3.91241 0.0 0.0 0.0
H 5.16298 -0.27727 -3.68814 0.0 0.0 0.0
H 6.17142 0.69880 -1.62593 0.0 0.0 0.0
H 4.73484 1.47788 0.18144 0.0 0.0 0.0
H 4.58378 1.02789 2.33126 0.0 0.0 0.0
H 3.14935 0.39421 3.12489 0.0 0.0 0.0
H 3.84369 1.92951 3.65552 0.0 0.0 0.0
H 4.20938 3.86150 0.79058 0.0 0.0 0.0
H 3.30618 4.54884 2.14205 0.0 0.0 0.0
H 2.57700 4.46465 0.52957 0.0 0.0 0.0
H 0.48416 1.59404 2.96120 0.0 0.0 0.0
H 0.15409 3.03756 1.99100 0.0 0.0 0.0
H 1.11143 3.16261 3.48177 0.0 0.0 0.0
S -0.91387 2.94264 -1.26384 -0.1 0.2 0.2
C -2.36193 3.02760 -0.34412 0.0 -0.2 -0.1
N -2.44201 3.83505 0.71900 0.0 0.0 -0.1
C -3.62311 3.98387 1.55878 0.0 0.0 0.1
C -4.86345 3.60967 0.76534 0.0 0.0 0.0
C -4.64625 2.25041 0.12134 0.0 -0.1 0.0
N -3.43692 2.31378 -0.68273 0.0 0.1 0.0
H -1.61494 4.38057 0.89839 0.0 0.0 0.0
H -3.66904 5.01504 1.90809 0.0 0.0 0.0
H -3.53880 3.34005 2.43953 0.0 0.0 0.0
H -5.03993 4.35449 -0.01315 0.0 0.0 0.0
H -5.73283 3.58863 1.42134 0.0 0.0 0.0
H -5.47730 1.98599 -0.53140 0.0 0.0 0.0
H -4.54072 1.47053 0.88281 0.0 0.0 0.0
H -3.29048 1.66734 -1.44159 0.0 0.0 0.0
```
Positions in Å, forces in eV/Å.

The calculation puts the HOMO energy (alpha / beta) at -6.0 / -6.5 eV. As for the gap between HOMO and LUMO (alpha / beta): 6.2 / 6.2 eV. For the energy above the lowest of the compared OMol25 structures with the same formula, charge and spin, the calculation gives 0.000 eV. As for the multiplicity: 3. The value obtained for the calculated total energy is -3034.9507 Ha. Its expectation value of S² is 2.0267. The value obtained for the LUMO energy (alpha / beta) is 0.25 / -0.29 eV.

Atom charges from the Mulliken analysis, given in e for atoms 1 to 8:
1 Pt 3.81
2 N 1.02
3 C 0.32
4 C -0.77
5 C -0.65
6 C -1.02
7 C -0.37
8 C 0.67